[1]
Formula: C3H36O15S2
Source: OMol25
Level of theory: the ωB97M-V functional and the def2-TZVPD basis

Output
E_HOMO in eV: -8.0
Largest force on an atom in eV Å⁻¹: 5.1
E_tot in hartree: -2060.83382
LUMO level in eV: -0.31
Kohn-Sham gap in eV: 7.65
Energy above the lowest of the compared OMol25 structures with the same formula, charge and spin in kJ/mol: 209.5

ORCA input file:
```
! wB97M-V def2-TZVPD RIJCOSX def2/J DEFGRID3
* xyz 0 1
C -0.045 2.816 2.180
C 1.140 2.116 1.557
O 1.864 3.092 0.781
C -1.318 2.245 1.437
S -2.786 2.596 2.370
S -2.419 1.328 4.035
H 0.102 3.897 1.930
H -0.061 2.642 3.242
H 1.874 1.788 2.306
H 0.973 1.205 0.995
H 1.712 3.050 -0.180
H -1.124 1.127 1.530
H -1.391 2.276 0.408
H -1.763 0.266 3.422
H -1.890 -1.469 2.871
H -0.656 -0.772 3.253
O -1.148 -1.570 3.509
H 3.735 0.806 -2.977
H 3.656 -0.188 -1.769
O 4.274 0.413 -2.281
H 4.663 2.048 -0.714
H 3.582 2.437 0.498
O 4.429 1.986 0.224
H -3.483 -3.544 -0.131
H -2.105 -3.025 0.217
O -2.929 -2.798 -0.308
H -4.115 -1.801 2.279
H -2.996 -1.327 1.245
O -3.536 -1.099 1.997
H -2.640 -2.764 -2.369
H -3.226 -1.407 -2.486
O -2.670 -1.997 -2.977
H 0.262 -3.435 0.915
H -0.325 -3.268 -0.656
O -0.477 -3.242 0.299
H 1.929 -0.285 -0.699
H 3.361 -0.061 0.112
O 2.756 -0.626 -0.393
H 0.707 0.092 -3.376
H 1.183 1.055 -4.526
O 1.259 0.860 -3.600
H 2.475 -2.667 0.210
H 2.394 -3.085 1.676
O 2.053 -3.305 0.804
H 0.100 -1.869 -2.386
H -1.002 -1.455 -3.432
O -0.042 -1.516 -3.278
H 0.736 1.987 -2.282
H 0.271 3.382 -1.878
O 0.282 2.477 -1.536
H -2.863 0.794 -0.942
H -1.484 1.436 -1.344
O -1.947 0.616 -1.188
H -0.392 -1.542 0.414
H -0.711 -0.047 0.206
O -0.226 -0.670 0.784
*
```

Population analysis type Löwdin, resulting atomic charges in e: number 1, C, carries -0.21; number 2, C, carries -0.25; number 3, O, carries -0.12; number 4, C, carries -0.61; number 5, S, carries 0.48; number 6, S, carries 0.38; number 7, H, carries 0.13; number 8, H, carries 0.07; number 9, H, carries 0.13; number 10, H, carries 0.08; number 11, H, carries 0.06; number 12, H, carries 0.04; number 13, H, carries 0.01; number 14, H, carries -0.19; number 15, H, carries -0.01; number 16, H, carries 0.00; number 17, O, carries -0.11; number 18, H, carries 0.01; number 19, H, carries 0.01; number 20, O, carries -0.09; number 21, H, carries 0.02; number 22, H, carries 0.02; number 23, O, carries -0.09; number 24, H, carries 0.05; number 25, H, carries 0.03; number 26, O, carries -0.07; number 27, H, carries 0.06; number 28, H, carries 0.00; number 29, O, carries -0.05; number 30, H, carries 0.04; number 31, H, carries 0.03; number 32, O, carries -0.06; number 33, H, carries 0.07; number 34, H, carries 0.08; number 35, O, carries -0.07; number 36, H, carries 0.03; number 37, H, carries 0.06; number 38, O, carries -0.03; number 39, H, carries 0.01; number 40, H, carries 0.06; number 41, O, carries -0.05; number 42, H, carries 0.03; number 43, H, carries 0.07; number 44, O, carries -0.04; number 45, H, carries 0.04; number 46, H, carries 0.02; number 47, O, carries -0.05; number 48, H, carries 0.04; number 49, H, carries 0.08; number 50, O, carries -0.06; number 51, H, carries 0.07; number 52, H, carries 0.00; number 53, O, carries -0.04; number 54, H, carries -0.02; number 55, H, carries 0.01; number 56, O, carries -0.07



[2]
Formula: C3H37NO17
Source: OMol25
Level of theory: the ωB97M-V functional and the def2-TZVPD basis

Output
E_HOMO in eV: -9.9
Largest force on an atom in eV Å⁻¹: 3.3
E_tot in hartree: -1470.26337
LUMO level in eV: 0.03
Kohn-Sham gap in eV: 9.89
Energy above the lowest of the compared OMol25 structures with the same formula, charge and spin in kJ/mol: 518.0

ORCA input file:
```
! wB97M-V def2-TZVPD RIJCOSX def2/J DEFGRID3
* xyz 0 1
O -0.151 3.505 0.132
C -0.786 2.789 -0.612
C -0.170 1.490 -1.065
N -0.879 0.409 -0.319
C -0.167 -0.910 -0.126
O 0.696 -1.018 1.072
H -1.819 2.989 -0.820
H 0.914 1.479 -1.099
H -0.493 1.352 -2.115
H -1.245 0.651 0.576
H -1.002 -1.718 -0.105
H 0.720 -1.069 -0.734
H -0.037 -0.947 1.744
H 1.964 4.068 -1.545
H 2.042 3.381 -0.213
O 2.514 3.449 -1.054
H -4.825 -0.166 -0.578
H -3.325 0.292 -0.521
O -4.229 0.529 -0.288
H 1.126 -0.555 -4.209
H 1.473 -0.225 -2.782
O 0.841 -0.738 -3.297
H 3.657 0.876 -2.300
H 2.788 2.108 -2.441
O 2.981 1.267 -2.872
H -0.424 -3.717 1.881
H 0.892 -3.400 2.439
O 0.098 -3.913 2.673
H -1.076 -2.831 -2.390
H 0.412 -3.299 -2.303
O -0.482 -3.544 -2.613
H 2.194 1.625 1.881
H 1.485 0.579 1.093
O 1.768 1.504 1.017
H -1.546 -0.834 -4.259
H -0.713 0.310 -3.315
O -1.514 -0.039 -3.735
H -0.204 -2.473 3.619
H -1.312 -1.211 3.492
O -0.400 -1.522 3.500
H 2.639 -2.518 -1.286
H 2.006 -2.072 -0.067
O 1.992 -2.850 -0.644
H 4.819 1.020 0.144
H 3.335 1.195 0.318
O 3.980 0.551 -0.060
H -1.201 2.169 3.336
H -0.637 0.701 3.244
O -1.416 1.250 3.177
H -2.441 -0.840 -2.043
H -2.692 -2.410 -1.564
O -2.860 -1.473 -1.375
H -3.296 0.763 2.655
H -3.915 0.095 1.368
O -3.691 -0.033 2.306
H 0.749 -0.171 3.742
H 1.816 0.681 4.449
O 1.194 0.701 3.720
*
```

Population analysis type Löwdin, resulting atomic charges in e: number 1, O, carries 0.05; number 2, C, carries -0.19; number 3, C, carries -0.16; number 4, N, carries 0.01; number 5, C, carries -0.18; number 6, O, carries -0.14; number 7, H, carries 0.12; number 8, H, carries 0.08; number 9, H, carries 0.09; number 10, H, carries 0.08; number 11, H, carries 0.14; number 12, H, carries 0.08; number 13, H, carries 0.06; number 14, H, carries 0.06; number 15, H, carries 0.02; number 16, O, carries -0.05; number 17, H, carries 0.06; number 18, H, carries 0.00; number 19, O, carries -0.06; number 20, H, carries 0.08; number 21, H, carries 0.01; number 22, O, carries -0.07; number 23, H, carries 0.03; number 24, H, carries 0.00; number 25, O, carries -0.06; number 26, H, carries 0.07; number 27, H, carries 0.06; number 28, O, carries -0.04; number 29, H, carries -0.03; number 30, H, carries 0.02; number 31, O, carries -0.05; number 32, H, carries 0.07; number 33, H, carries 0.02; number 34, O, carries -0.07; number 35, H, carries 0.05; number 36, H, carries -0.01; number 37, O, carries -0.08; number 38, H, carries 0.05; number 39, H, carries 0.07; number 40, O, carries -0.06; number 41, H, carries 0.06; number 42, H, carries 0.01; number 43, O, carries -0.05; number 44, H, carries 0.06; number 45, H, carries -0.01; number 46, O, carries -0.09; number 47, H, carries 0.06; number 48, H, carries -0.02; number 49, O, carries -0.04; number 50, H, carries 0.06; number 51, H, carries 0.05; number 52, O, carries -0.10; number 53, H, carries -0.01; number 54, H, carries -0.03; number 55, O, carries -0.08; number 56, H, carries 0.01; number 57, H, carries 0.06; number 58, O, carries -0.06



[3]
Formula: C3H38O17
Source: OMol25
Level of theory: the ωB97M-V functional and the def2-TZVPD basis

Output
E_HOMO in eV: -10.3
Largest force on an atom in eV Å⁻¹: 2.2
E_tot in hartree: -1416.15881
LUMO level in eV: -0.05
Kohn-Sham gap in eV: 10.21
Energy above the lowest of the compared OMol25 structures with the same formula, charge and spin in kJ/mol: 240.5

ORCA input file:
```
! wB97M-V def2-TZVPD RIJCOSX def2/J DEFGRID3
* xyz 0 1
C -0.392 0.125 -1.429
O -0.690 1.539 -1.431
C -1.232 -0.451 -0.295
C -2.196 -1.595 -0.626
O -2.209 -2.563 0.448
H -0.820 -0.249 -2.357
H 0.671 -0.132 -1.353
H 0.012 2.015 -0.975
H -0.561 -0.742 0.528
H -1.822 0.290 0.254
H -3.242 -1.294 -0.665
H -1.811 -2.203 -1.475
H -1.273 -2.788 0.633
H 2.056 2.641 0.586
H 1.867 4.062 -0.051
O 1.591 3.149 -0.120
H 3.166 1.485 -1.224
H 1.956 1.594 -2.067
O 2.867 1.274 -2.124
H 4.343 -1.159 -1.894
H 3.062 -0.464 -1.993
O 3.417 -1.391 -2.030
H -2.451 2.492 -3.713
H -1.056 2.040 -2.996
O -1.503 2.405 -3.767
H 3.405 -1.462 1.191
H 2.595 -1.801 -0.104
O 2.548 -1.401 0.759
H -0.572 3.402 3.183
H -1.441 2.354 3.194
O -0.630 2.576 3.696
H -3.541 -1.884 3.008
H -2.735 -1.510 1.718
O -3.074 -1.167 2.582
H 2.594 0.598 1.347
H 3.230 1.744 2.068
O 3.070 1.408 1.172
H 0.988 1.745 3.907
H 1.957 0.678 3.505
O 1.881 1.640 3.524
H -4.058 1.991 -0.715
H -4.487 0.961 0.131
O -4.834 1.415 -0.654
H -3.067 0.440 2.235
H -3.596 1.979 2.100
O -2.873 1.370 1.967
H 0.607 -4.128 0.512
H 0.581 -2.915 -0.416
O 0.433 -3.181 0.510
H 0.272 -0.577 2.725
H 1.274 -1.684 2.630
O 0.887 -1.078 3.277
H 2.211 -3.215 -2.056
H 0.950 -3.154 -2.979
O 1.290 -2.989 -2.097
H 0.246 -0.658 -3.559
H 1.166 -1.412 -4.431
O 0.260 -1.450 -4.104
*
```

Population analysis type Löwdin, resulting atomic charges in e: number 1, C, carries -0.19; number 2, O, carries -0.09; number 3, C, carries -0.14; number 4, C, carries -0.19; number 5, O, carries -0.13; number 6, H, carries 0.10; number 7, H, carries 0.11; number 8, H, carries 0.06; number 9, H, carries 0.10; number 10, H, carries 0.09; number 11, H, carries 0.12; number 12, H, carries 0.13; number 13, H, carries 0.04; number 14, H, carries 0.01; number 15, H, carries 0.05; number 16, O, carries -0.06; number 17, H, carries 0.04; number 18, H, carries 0.04; number 19, O, carries -0.04; number 20, H, carries 0.06; number 21, H, carries 0.01; number 22, O, carries -0.09; number 23, H, carries 0.02; number 24, H, carries -0.03; number 25, O, carries -0.07; number 26, H, carries 0.07; number 27, H, carries 0.00; number 28, O, carries -0.05; number 29, H, carries 0.07; number 30, H, carries 0.02; number 31, O, carries -0.06; number 32, H, carries 0.07; number 33, H, carries 0.02; number 34, O, carries -0.05; number 35, H, carries 0.01; number 36, H, carries 0.05; number 37, O, carries -0.06; number 38, H, carries 0.02; number 39, H, carries 0.01; number 40, O, carries -0.09; number 41, H, carries 0.03; number 42, H, carries 0.01; number 43, O, carries -0.06; number 44, H, carries 0.00; number 45, H, carries 0.05; number 46, O, carries -0.08; number 47, H, carries 0.08; number 48, H, carries 0.01; number 49, O, carries -0.05; number 50, H, carries 0.04; number 51, H, carries 0.02; number 52, O, carries -0.05; number 53, H, carries 0.03; number 54, H, carries 0.05; number 55, O, carries -0.05; number 56, H, carries 0.00; number 57, H, carries 0.05; number 58, O, carries -0.04



[4]
Formula: C3H3BeO2
Source: OMol25
Level of theory: the ωB97M-V functional and the def2-TZVPD basis

Output
E_HOMO (spin up / spin down) in eV: -8.3 / -8.6
Largest force on an atom in eV Å⁻¹: 4.1
E_tot in hartree: -281.16728
LUMO level (spin up / spin down) in eV: -0.52 / -1.15
Kohn-Sham gap (spin up / spin down) in eV: 7.83 / 7.45
Energy above the lowest of the compared OMol25 structures with the same formula, charge and spin in kJ/mol: 241.0

ORCA input file:
```
! wB97M-V def2-TZVPD RIJCOSX def2/J DEFGRID3
* xyz 0 2
C -1.562 -0.368 0.006
C -0.300 -0.407 -0.684
H -1.704 0.240 0.921
H -1.972 0.229 -0.868
H -2.179 -1.287 0.032
O 2.258 -0.443 1.298
C 2.701 0.399 0.518
Be 0.677 0.720 -0.765
O 2.080 0.916 -0.458
*
```

Population analysis type Löwdin, resulting atomic charges in e: number 1, C, carries -0.21; number 2, C, carries -0.02; number 3, H, carries 0.08; number 4, H, carries 0.08; number 5, H, carries 0.08; number 6, O, carries 0.03; number 7, C, carries -0.31; number 8, Be, carries 0.37; number 9, O, carries -0.09